Record 1
This record from OMol25 describes 2 unconnected molecules or ions with the total composition C4H8O2. The level of theory is ωB97M-V/def2-TZVPD.

XYZ file:
```
14
Properties=species:S:1:pos:R:3:forces:R:3:nbo_charge:R:1
O -1.0169 -2.1943 0.7480 0.19 -0.05 0.09 -0.6755
H 1.8679 2.0951 -0.3717 -0.08 -0.12 0.05 0.2165
H 2.0001 0.3240 -0.3356 -0.09 0.12 0.03 0.2071
C 1.3531 1.1708 -0.0837 0.05 -0.02 -0.01 -0.6556
C 0.0255 1.0603 -0.7721 -0.04 -0.11 -0.11 -0.1672
C -1.0690 -1.0447 1.4317 0.22 0.21 0.30 0.6559
H -2.0372 -0.5553 1.2646 0.11 0.00 0.05 0.1220
H -0.6760 1.8770 -0.5951 0.07 -0.13 -0.03 0.1931
O -0.1883 -0.6266 2.1380 -0.45 -0.21 -0.34 -0.5948
H -0.1366 -2.5730 0.9132 -0.11 -0.02 -0.03 0.4909
C -0.3447 0.0508 -1.5556 0.04 0.13 0.05 -0.4179
H -1.3252 0.0122 -2.0228 0.13 0.05 0.07 0.1998
H 0.3260 -0.7818 -1.7632 -0.08 0.13 0.06 0.1883
H 1.2211 1.1857 1.0043 0.02 0.02 -0.17 0.2374
```
Positions in Å, forces in eV/Å.

Values from the calculation:
- Calculated total energy: -8372.093 eV
- Relative energy (zero: lowest compared OMol25 entry of this formula, charge and spin): 114.7 kJ/mol
- Strongest force on any atom: 0.60 eV/Å
- 2S+1: 1
- SMILES string: C=CC.O=CO

Record 2
This record from OMol25 describes 5 unconnected molecules or ions with the total composition C26H53N3O10. The level of theory is ωB97M-V/def2-TZVPD.

XYZ file:
```
92
Properties=species:S:1:pos:R:3:forces:R:3:mulliken_charge:R:1
N 0.5667 -0.2133 1.8543 -0.21 -0.97 1.72 -0.1575
H -4.7885 4.0275 -9.2625 -0.07 0.01 0.11 0.2563
C -3.3983 3.7788 1.8406 0.31 0.55 -0.03 -0.5957
N 0.8333 2.5850 3.1954 0.09 2.77 -3.75 -0.0186
H -3.0765 -6.2058 1.0908 -0.05 0.10 -0.07 0.2764
H 6.7396 -2.5759 3.4821 0.71 0.38 -1.76 0.2674
H 0.1550 -2.7608 2.6080 2.38 0.69 0.23 -0.1430
H 1.3925 -4.6083 1.8638 1.89 1.17 1.41 0.3028
C -2.4846 -4.1480 0.8979 0.21 0.37 -0.20 -0.4181
C 1.7133 -1.1976 1.7952 -0.10 -1.94 -0.17 -0.0277
C -5.2227 2.1975 -8.2364 -0.43 -0.47 0.14 -0.5321
H 7.1808 0.6994 1.1191 -1.15 -1.68 1.46 0.2894
H -2.8583 -3.2553 0.3853 0.00 -0.05 -0.10 0.2674
H -3.2139 4.6250 1.1681 0.02 -0.06 0.11 0.2944
C -3.1531 -4.3504 3.1192 0.29 -0.06 0.42 -0.5129
H -5.2779 1.5299 0.3395 0.13 0.01 -0.06 0.3019
H 6.2466 0.4865 2.7623 0.82 -1.37 -1.83 0.2599
O -0.1157 1.4362 -4.2317 -0.08 0.14 0.31 -0.4570
H -5.8671 1.8772 -7.4091 0.05 -0.01 -0.11 0.2701
H -6.1317 4.1849 -8.1147 0.13 -0.03 -0.01 0.3211
C -2.5265 2.6069 1.4460 0.24 -0.34 0.03 0.3421
H -0.2935 -0.7963 1.6231 1.48 1.16 0.11 0.2382
H -1.5502 2.9193 1.0653 -0.12 -0.19 0.04 -0.1231
C -3.5473 -5.2225 0.9748 0.14 -0.55 -0.36 -0.5355
H -0.6470 3.8835 -2.8984 0.03 -0.08 0.07 0.2873
O -2.1687 -3.7778 2.2471 -0.17 -0.10 -0.11 -0.3197
H 3.0516 -3.6475 1.6279 -1.90 -0.15 1.33 0.2298
H 0.5648 1.1552 -2.3152 0.05 0.07 0.10 0.1745
C -4.7837 3.2340 1.6070 -0.54 -0.12 0.33 -0.5879
H -5.0844 2.6089 2.4560 -0.02 0.07 -0.09 0.2445
C -4.5827 2.3735 0.3787 0.06 -0.19 -0.43 -0.4874
C -4.2771 -4.8544 2.2407 -0.59 0.22 0.18 -0.5485
H -4.6927 2.9597 -0.5398 -0.12 0.02 -0.01 0.2714
O 7.0824 -2.5761 2.5399 -0.17 1.12 0.30 -0.5018
O 4.0014 -3.7493 4.4009 -3.27 -0.50 -2.37 -0.5011
H -4.1884 -5.2525 0.0902 0.11 0.02 0.09 0.3302
H -3.1967 1.7560 -8.8605 -0.04 -0.10 -0.01 0.2776
C 3.1869 -0.5525 2.1755 -1.27 0.06 1.34 -0.4885
H -1.5791 -4.4896 0.3882 -0.01 0.09 0.11 0.2614
H -5.5427 4.0078 1.4663 0.06 -0.11 -0.01 0.3631
H 5.6898 -1.3115 0.0831 -0.87 1.46 1.96 0.2709
H -4.9858 -4.0426 2.0379 0.04 -0.11 0.06 0.2596
H -1.6539 2.4761 -5.1079 -0.13 -0.11 0.00 0.0735
H -2.0476 0.8034 -4.6527 0.14 0.03 -0.03 0.2143
H -4.8278 -5.6857 2.6881 0.08 0.12 -0.02 0.3272
C 1.3024 -2.4930 2.7557 0.18 -0.27 -0.26 -0.1482
O 4.3236 -1.3708 1.7259 -0.70 2.45 -0.56 -0.2208
C 7.6923 -1.2878 2.1718 -0.03 0.66 2.13 0.0799
O -0.1849 1.7144 3.0779 0.13 -1.88 0.34 0.0020
H 8.4715 -1.5070 1.2981 -1.87 0.49 2.00 0.2545
H -5.5953 1.7412 -9.1570 0.06 0.03 0.11 0.3282
O 0.7341 3.4340 2.2955 0.45 -2.31 3.48 -0.2985
N 9.9621 -0.5806 3.0903 -0.54 0.36 1.46 -0.6666
C -5.1660 3.7025 -8.2858 -0.10 0.49 -0.43 -0.5379
H 4.1141 -2.8468 3.9575 -0.35 -1.80 0.37 0.3593
H -4.6247 4.0985 -6.2262 -0.05 0.10 -0.01 0.2673
H 1.4309 -2.2493 3.9068 -0.12 -0.36 -2.32 0.2677
H 8.1242 0.2986 3.8904 0.24 -2.13 -0.67 0.2456
C 0.3631 1.9881 -2.9975 0.26 -0.35 -0.08 -0.3745
C 5.3065 -0.5930 0.9558 1.65 -0.14 -1.36 -0.5545
H 8.3799 -1.4854 4.4459 0.53 1.10 -1.97 0.3530
H 1.2368 0.3578 3.9502 -1.72 -0.27 -1.48 0.2922
H -2.8451 2.8632 -3.0400 0.08 -0.08 -0.02 0.3425
C 2.8405 -4.4469 3.7543 -2.82 -4.65 1.40 0.4353
C 6.6216 -0.1007 1.8048 -0.52 0.15 -0.62 -0.5532
C 2.1499 -3.8557 2.3551 0.95 0.57 0.95 -0.2641
H -2.3711 1.9263 2.2902 0.02 0.17 -0.08 -0.0291
H 1.2969 2.5293 -3.1732 -0.05 -0.11 -0.08 0.2850
C -1.9751 2.2041 -2.9831 -0.50 -0.42 0.24 -0.2099
C 8.5037 -0.7604 3.5356 0.34 1.24 -1.32 -0.3932
H -3.4880 -3.5998 3.8404 0.13 -0.01 -0.08 0.2780
C -1.5199 1.7085 -4.3384 0.03 0.18 -0.53 -0.1721
H -0.6064 -0.2645 3.7725 2.09 1.37 -1.05 0.1535
C 0.3014 0.3051 3.2497 -0.61 -0.25 0.54 -0.1955
H 1.7175 -1.6358 0.6846 0.23 1.15 2.33 0.1304
H -3.6925 0.8982 -7.3845 0.10 0.13 0.01 0.2476
O 2.2789 -5.5575 4.2548 4.33 7.17 -2.45 -0.5752
H 10.0532 0.2722 2.4657 -0.20 -1.32 1.40 0.2361
C -4.1498 4.0168 -7.2096 0.22 0.11 0.38 -0.4496
H -3.5998 4.9409 -7.4094 0.04 -0.14 0.07 0.2922
O -3.2347 1.8861 0.4280 -0.29 0.24 0.11 -0.3389
H -2.2308 1.3532 -2.3407 -0.03 0.16 -0.01 0.0847
H 3.1906 0.5557 1.8003 0.24 -2.10 0.55 0.3329
H -3.2247 4.1128 2.8667 0.02 -0.04 -0.12 0.3583
O -3.2366 2.9117 -7.1642 -0.36 0.03 -0.19 -0.3257
C -0.7341 2.8815 -2.4617 0.18 0.59 0.21 -0.3402
H 3.2312 -0.5518 3.3684 -0.05 0.24 -2.40 0.1438
H -2.6776 -5.1724 3.6653 -0.08 0.02 0.06 0.3175
H 10.5167 -0.4532 3.9775 -0.51 0.20 -1.58 0.2372
C -3.7838 1.8361 -7.9392 0.45 -0.12 -0.06 -0.4008
H 4.8678 0.3581 0.4186 0.42 -1.92 1.24 0.3475
H -0.7110 2.9791 -1.3734 0.01 -0.04 -0.11 0.0594
```
Positions in Å, forces in eV/Å.

Values from the calculation:
- Calculated total energy: -52755.545 eV
- Relative energy (zero: lowest compared OMol25 entry of this formula, charge and spin): 1151.7 kJ/mol
- Strongest force on any atom: 8.73 eV/Å
- 2S+1: 1
- SMILES string: NC[C@@H](O)CCOC[C@@H](CCC(=O)O)NCON=O.C1CCOC1.C1CCOC1.C1CCOC1.C1CCOC1

Record 3
This record from OMol25 describes a molecular structure, C27H44BrN3OP2Ti. The level of theory is ωB97M-V/def2-TZVPD.

XYZ file:
```
79
Properties=species:S:1:pos:R:3:forces:R:3:mulliken_spin:R:1
H 4.9694 -1.7823 2.2755 -0.03 0.34 -0.34 -0.0003
C -0.9541 4.9361 -4.8728 -0.17 -0.08 0.46 0.0101
C 2.1054 1.7477 4.2033 0.24 0.11 0.16 0.0021
C 4.9225 -0.9545 1.5472 0.35 -0.07 0.04 -0.0007
C -0.3764 6.4691 -3.1088 -0.26 -0.39 -0.13 0.0109
H 0.0042 -5.2880 -1.4935 0.20 0.22 0.22 0.0002
C 2.7996 -1.5531 -0.8692 -0.13 -0.44 -0.07 0.0011
H -1.2209 -5.1517 -0.2338 0.11 0.20 -0.23 -0.0002
C 2.1652 -2.6805 1.8990 -0.58 0.02 0.13 0.0120
Ti 0.0311 -0.0430 0.7662 0.28 -0.52 2.88 1.5392
H 0.3627 1.8742 5.4251 0.47 -0.15 -0.18 0.0001
C -0.8448 4.0109 -2.5348 -0.61 0.61 -1.40 0.0587
Br -3.8700 0.6474 3.0581 1.43 0.66 -1.23 -0.0018
H -0.3388 2.2642 1.6116 0.74 0.31 1.11 0.0425
H 1.9261 -1.9056 -1.4283 0.19 0.11 0.06 -0.0175
P -1.2621 -1.9221 0.0880 -2.36 -3.24 -2.33 -0.1216
C -1.0427 1.7509 1.0171 -0.01 -0.81 0.44 0.2146
H -0.0777 6.7330 -2.0864 -0.29 -0.30 -0.43 0.0001
H -4.0153 2.5540 -1.1876 0.79 -0.41 -0.13 -0.0014
H -3.2076 -0.7814 -0.9795 0.28 -0.33 0.30 -0.0027
H 2.5759 -4.2783 0.4750 0.16 0.00 0.13 0.0003
C -2.2584 -1.2078 -1.3386 0.03 0.64 -0.49 0.0534
H -1.2059 5.8968 -6.7907 -0.02 -0.08 -0.12 0.0000
C -1.8429 2.0558 -1.1842 -0.30 -0.13 1.22 0.1104
C -2.5613 -2.9343 1.0080 -0.05 -0.01 1.03 0.0177
H -4.2345 -2.6870 -0.3734 -0.04 -0.10 -0.01 0.0013
C 2.9724 -3.8909 1.4197 0.01 -0.01 0.10 0.0004
H -0.2327 8.5350 -3.8011 -0.08 -0.48 -0.08 0.0000
C -0.2395 -3.2583 -0.7621 0.93 0.60 0.09 0.0197
C -0.1779 0.6295 3.9663 0.71 0.31 0.32 -0.0039
H -3.0087 -1.5120 -3.3937 0.30 0.04 0.46 0.0004
C -0.4445 7.4939 -4.0741 0.11 -0.80 0.86 -0.0043
H -1.1341 3.9468 -5.2706 -0.10 -0.04 0.10 0.0003
C -2.3293 1.2747 1.4294 -1.98 0.77 -0.23 -0.0334
H 3.2915 -0.0575 2.6806 0.05 -0.23 -0.52 0.0033
H 3.4011 -0.4653 -2.6402 0.08 0.04 0.32 0.0004
C -0.7179 5.1339 -3.4949 0.73 0.88 0.13 -0.0094
H 5.1200 -1.3690 0.5419 -0.08 0.19 0.48 0.0000
C -0.7573 1.4953 -0.3989 -1.60 1.21 -0.47 0.0567
H 2.2235 2.8366 4.3616 -0.08 -0.56 -0.14 0.0000
H -1.6011 -2.5182 -2.9667 -0.46 0.12 0.07 -0.0004
H 0.1798 -2.8404 -1.6898 -0.28 0.21 0.20 0.0113
H 3.4895 -2.4039 -0.8577 0.02 0.21 0.05 -0.0001
H -1.5165 -4.5876 -1.9000 -0.03 0.02 0.34 -0.0001
H -1.7237 -0.3079 -1.6614 0.05 -0.38 -0.05 -0.0296
N 0.7403 1.3684 4.6309 0.60 0.12 -0.87 -0.0006
C -2.5318 -2.0767 -2.5749 -0.04 -0.46 0.13 0.0105
C 3.5699 -0.2223 1.6260 0.16 0.20 -0.22 0.0044
O 0.1048 -0.0110 2.8834 -0.30 0.57 0.49 -0.0147
C -0.9866 6.0338 -5.7426 0.08 -1.08 0.75 -0.0033
C -3.3403 1.4902 0.5358 -2.37 -0.55 -1.40 0.0569
H 2.8718 1.2438 4.8327 -0.54 0.19 -0.45 -0.0001
H 1.0916 -2.9348 1.9911 0.47 -0.12 0.13 -0.0002
N -1.3653 0.6241 4.5987 0.23 -0.59 -1.01 0.0006
H 2.4856 -2.3586 2.9122 -0.16 -0.04 -0.61 0.0019
C 3.4011 -0.3267 -1.5506 0.11 0.18 -0.27 0.0016
C -3.1539 2.0422 -0.7279 0.63 0.20 -0.06 0.0071
H -2.0754 -3.7715 1.5584 0.01 0.58 -0.45 0.0009
C -1.3039 3.0243 -1.9935 0.45 1.73 -2.43 0.0564
N -0.7677 7.2570 -5.3350 0.14 1.24 -0.28 0.0076
H -4.4032 1.3108 0.7541 0.79 0.04 0.16 -0.0056
H 0.1915 1.4487 -1.0268 -0.30 0.76 1.52 -0.0390
H -3.2371 -2.8717 -2.3065 0.33 0.00 -0.25 0.0000
H -2.2272 0.3993 4.0785 1.00 -0.24 0.75 0.0008
H 2.3236 1.5291 3.1316 -0.62 0.16 0.96 0.0016
H 2.8207 0.5866 -1.3436 0.15 -0.16 -0.05 0.0033
P 2.1994 -1.1695 0.8175 1.89 -0.37 0.60 -0.0207
H 4.0352 -3.6521 1.2914 -0.29 -0.07 -0.03 -0.0003
H -2.8965 -2.2559 1.8060 -0.05 -0.09 -0.12 -0.0040
H 5.7538 -0.2644 1.7802 -0.43 -0.30 -0.06 0.0002
H -4.6210 -3.7777 0.9341 0.57 0.11 0.06 -0.0002
H 0.6428 -3.3662 -0.1230 -0.11 -0.11 0.06 -0.0100
H -3.5754 -4.3442 -0.3919 -0.08 0.60 0.41 0.0002
H 3.6340 0.7750 1.1555 0.01 -0.34 0.11 -0.0005
H 2.9021 -4.6894 2.1681 0.00 0.15 -0.20 0.0003
H 4.4356 -0.1544 -1.2290 -0.30 0.05 -0.08 0.0006
H -1.4773 1.3142 5.3178 -0.24 -0.03 0.26 0.0001
C -3.8104 -3.4719 0.2544 0.40 -0.07 -0.50 -0.0014
C -0.7743 -4.6336 -1.0941 -0.94 -0.51 -0.15 0.0058
```
Positions in Å, forces in eV/Å.

Values from the calculation:
- Total charge: +2
- Calculated total energy: -146945.891 eV
- Relative energy (zero: lowest compared OMol25 entry of this formula, charge and spin): 470.8 kJ/mol
- Strongest force on any atom: 4.63 eV/Å
- 2S+1: 3
- ⟨S²⟩: 2.034